{
  "formula": "C2H8NO",
  "method": "ωB97M-V/def2-TZVPD",
  "species": ["O", "H", "C", "C", "N", "H", "H", "H", "H", "H", "H", "H"],
  "positions_angstrom": [[1.5462, -0.6200, -2.5413], [0.9043, -0.3743, -3.2298], [-0.7173, 0.6661, 1.5262], [-0.3849, 0.2792, 0.0593], [0.5958, -0.7567, 0.0407], [-1.5679, 1.3092, 1.7168], [0.2307, 1.0101, 1.9608], [-0.7190, -0.2842, 2.0841], [0.0466, 1.1626, -0.4134], [-1.3260, 0.0874, -0.4772], [1.1765, -0.7881, -0.8348], [0.2151, -1.6913, 0.1088]],
  "orbital_gap_ev": 6.8,
  "charge": -1,
  "e_above_lowest_kj_mol": 44.3,
  "e_homo_ev": -2.6
}

---

{
  "formula": "C2H8NO",
  "method": "ωB97M-V/def2-TZVPD",
  "species": ["N", "H", "H", "H", "H", "O", "C", "C", "H", "H", "H", "H"],
  "positions_angstrom": [[1.9508, 0.2274, 0.9805], [2.3467, -0.5782, 1.4160], [1.7704, 0.9977, 1.6027], [1.0969, -0.2695, 0.4995], [2.4507, 0.3974, 0.0909], [-0.6392, -1.0621, 0.6769], [-1.5831, -0.4899, 0.0810], [-1.2660, 0.2398, -1.2480], [-2.6210, -0.5241, 0.6191], [-0.3214, 0.7580, -1.0663], [-1.0171, -0.4613, -2.0249], [-2.1679, 0.7648, -1.6274]],
  "orbital_gap_ev": 10.5,
  "charge": 1,
  "e_above_lowest_kj_mol": 110.1,
  "e_homo_ev": -14.5
}

---

{
  "formula": "C2H8NO",
  "method": "ωB97M-V/def2-TZVPD",
  "species": ["N", "H", "H", "H", "H", "O", "C", "C", "H", "H", "H", "H"],
  "positions_angstrom": [[1.8180, 1.5494, -0.6140], [2.4722, 0.8209, -0.9013], [1.6137, 2.0882, -1.4567], [2.2820, 2.1454, 0.0563], [0.9874, 1.1318, -0.1313], [0.3479, -0.3388, 0.5160], [-0.4897, -1.2164, 0.5659], [-1.9628, -1.0109, 0.3604], [-0.1659, -2.2659, 0.5410], [-2.4759, -1.6547, -0.3414], [-2.3157, -1.2620, 1.3724], [-2.1111, 0.0131, 0.0326]],
  "orbital_gap_ev": 10.7,
  "charge": 1,
  "e_above_lowest_kj_mol": 41.5,
  "e_homo_ev": -14.4
}

---

{
  "formula": "C2H8NO2",
  "method": "ωB97M-V/def2-TZVPD",
  "species": ["C", "C", "N", "O", "O", "H", "H", "H", "H", "H", "H", "H", "H"],
  "positions_angstrom": [[1.4478, 0.0554, -0.6663], [-2.6543, 0.5299, 0.1028], [0.7081, -0.0755, 0.5875], [-3.8740, 0.2075, -0.0778], [-1.7023, -0.2592, 0.0261], [2.4378, 0.5313, -0.3528], [1.5199, -0.9067, -1.2096], [0.9721, 0.8517, -1.2738], [-2.6554, 1.6461, 0.1146], [1.1982, -0.8187, 1.1000], [0.8481, 0.7741, 0.9906], [-4.2187, -0.6446, -0.5160], [-0.3716, -0.1798, 0.5838]],
  "orbital_gap_ev": 12.7,
  "charge": 1,
  "e_above_lowest_kj_mol": 122.8,
  "e_homo_ev": -15.9
}

---

{
  "formula": "C2H8NO2P",
  "method": "ωB97M-V/def2-TZVPD",
  "species": ["C", "C", "N", "O", "O", "P", "H", "H", "H", "H", "H", "H", "H", "H"],
  "positions_angstrom": [[-0.3545, -1.1951, 1.1456], [1.7890, 2.0742, -1.3237], [0.8445, -0.3843, 1.5272], [-2.9093, 1.4989, -1.0082], [1.5438, 1.0752, -0.5363], [1.1820, 1.1487, 1.0412], [-0.7188, -0.5710, 0.3751], [-0.2614, -2.2300, 0.9602], [-1.0338, -0.9665, 2.0089], [1.6358, 1.8479, -2.3570], [2.0587, 3.0832, -1.0149], [-2.6737, 0.6858, -0.4290], [1.3138, -0.6566, 2.4224], [-3.7713, 1.7686, -0.8678]],
  "orbital_gap_ev": [7.1, 9.2],
  "e_above_lowest_kj_mol": 64.2,
  "spin_multiplicity": 3,
  "e_homo_ev": [-6.3, -9.5]
}

---

{
  "formula": "C2H8NO3PS",
  "method": "ωB97M-V/def2-TZVPD",
  "species": ["C", "C", "N", "O", "O", "O", "P", "S", "H", "H", "H", "H", "H", "H", "H", "H"],
  "positions_angstrom": [[1.6049, 0.0585, -1.8105], [-1.9784, 0.3372, -0.8339], [-0.3741, -0.7053, 1.4402], [0.8396, 1.1218, 4.2524], [1.2665, -0.1057, -0.4175], [-1.2380, -0.8260, -0.9515], [0.0878, -1.2963, -0.1164], [1.9816, 1.2645, 3.3079], [2.2911, -0.7287, -2.1013], [2.0635, 1.0135, -2.0162], [0.7313, -0.0286, -2.4359], [-2.9567, 0.0653, -1.2693], [-1.3421, 1.2040, -1.1735], [-2.1317, 0.5444, 0.3058], [-1.2201, -1.2480, 1.7654], [0.3748, -0.6707, 2.0542]],
  "orbital_gap_ev": [7.1, 7.1],
  "e_above_lowest_kj_mol": 345.2,
  "smiles": "COP(N)OC.O=S",
  "e_homo_ev": [-8.7, -8.7]
}

---

{
  "formula": "C2H8NOS",
  "method": "ωB97M-V/def2-TZVPD",
  "species": ["C", "S", "H", "H", "H", "N", "C", "O", "H", "H", "H", "H", "H"],
  "positions_angstrom": [[-1.2921, -1.7814, 0.3650], [-1.7807, 0.0294, 0.0560], [-0.3040, -1.9438, -0.0963], [-2.0750, -2.2372, -0.2144], [-1.3588, -2.0049, 1.4795], [1.7592, 0.6662, 1.0632], [1.9801, 0.3083, -0.3362], [1.0343, 0.9191, -1.2279], [1.6833, 1.6586, 1.1703], [0.7869, 0.4395, 1.1305], [1.9842, -0.7962, -0.4074], [2.9807, 0.6100, -0.8338], [0.0762, 0.6265, -0.9151]],
  "orbital_gap_ev": 7.1,
  "charge": -1,
  "e_above_lowest_kj_mol": 70.3,
  "e_homo_ev": -2.9
}

---

{
  "formula": "C2H8NOS",
  "method": "ωB97M-V/def2-TZVPD",
  "species": ["C", "S", "H", "H", "H", "N", "C", "O", "H", "H", "H", "H", "H"],
  "positions_angstrom": [[-2.0070, -0.5119, -2.6805], [-1.6390, 0.0679, -0.9307], [-1.6496, -1.5276, -2.6167], [-3.0795, -0.5350, -2.8277], [-1.4005, -0.0038, -3.4407], [0.4677, 0.9824, 1.6647], [1.6315, 0.2640, 2.0067], [2.0582, -0.6812, 0.9965], [0.5284, 1.6129, 0.8793], [-0.3425, 0.3930, 1.5196], [2.3913, 0.9641, 2.3950], [1.5255, -0.4574, 2.8218], [1.5156, -0.5672, 0.2130]],
  "orbital_gap_ev": 6.4,
  "charge": -1,
  "e_above_lowest_kj_mol": 92.5,
  "e_homo_ev": -2.4
}

---

{
  "formula": "C2H8NOS",
  "method": "ωB97M-V/def2-TZVPD",
  "species": ["C", "C", "N", "O", "S", "H", "H", "H", "H", "H", "H", "H", "H"],
  "positions_angstrom": [[0.8923, -1.1827, 0.5038], [0.5820, 0.2594, 0.1688], [-1.6533, -0.0184, -0.2358], [0.7522, 0.8174, -0.9945], [0.7622, 1.3686, 1.4539], [1.9121, -1.2746, 0.3183], [0.6903, -1.4003, 1.5987], [0.3032, -1.7247, -0.1979], [-2.1657, 0.8150, 0.2173], [-2.3060, -0.8041, -0.2750], [-1.4993, 0.3237, -1.2001], [0.9617, 0.3684, -1.8587], [0.7683, 2.4523, 0.5012]],
  "orbital_gap_ev": 10.4,
  "charge": 1,
  "e_above_lowest_kj_mol": 157.4,
  "e_homo_ev": -15.0
}

---

{
  "formula": "C2H8NOS2",
  "method": "ωB97M-V/def2-TZVPD",
  "species": ["S", "S", "H", "H", "O", "C", "C", "N", "H", "H", "H", "H", "H", "H"],
  "positions_angstrom": [[-0.3375, 0.2416, -2.6892], [0.3326, 1.9975, -1.6895], [-1.6683, 0.3995, -2.4133], [1.3985, 1.3356, -1.2191], [1.9148, 0.2441, 0.6205], [1.3570, -0.8300, 0.8296], [-0.1516, -0.9744, 0.8454], [-0.8314, 0.3454, 0.7499], [1.8978, -1.7464, 0.9928], [-0.4391, -1.5843, 0.0016], [-0.4850, -1.4503, 1.7980], [-1.8393, 0.2473, 0.7412], [-0.5997, 0.9360, 1.5381], [-0.5487, 0.8384, -0.1060]],
  "orbital_gap_ev": 9.3,
  "charge": 1,
  "e_above_lowest_kj_mol": 80.1,
  "e_homo_ev": -13.0
}